Molecular formula: C9H14Br12Cl2NO2P
Method: DFT, ωB97M-V/def2-TZVPD

```
41
Properties=species:S:1:pos:R:3:forces:R:3:lowdin_charge:R:1
C -1.789 -0.766 -1.201 -0.8 -0.4 -0.1 -0.1490
C -2.310 -0.988 0.293 1.7 -1.1 0.1 -0.7906
Cl -3.897 -0.164 0.669 1.0 -0.3 -0.3 0.5555
C -1.159 -0.662 1.375 -0.7 0.3 0.3 -0.8027
Cl -0.335 0.943 1.008 -0.6 -0.8 0.3 0.5269
P 0.049 -2.150 1.252 -0.2 -0.6 -0.1 0.9511
C 0.017 -3.079 2.917 0.1 0.3 -0.2 -0.2915
C 1.824 -1.505 0.898 -0.1 -0.3 0.9 -0.3212
O 1.919 -1.387 -0.570 0.2 0.4 1.5 -0.1829
N 1.781 -2.682 -1.021 -3.8 2.6 -0.3 -0.2881
O 0.963 -2.681 -1.927 -0.2 3.4 4.2 -0.2840
H -2.406 0.067 -1.666 1.1 -1.0 0.5 0.0777
H -0.674 -0.575 -1.273 -1.4 0.0 0.3 0.0476
H -1.978 -1.733 -1.774 0.1 1.4 0.6 0.0866
H -2.480 -2.113 0.398 -0.1 1.6 0.1 0.0815
H -1.590 -0.556 2.422 0.5 -0.2 -1.4 0.0741
H 0.612 -2.572 3.731 -0.8 -0.7 -0.7 0.0433
H -1.081 -3.191 3.184 1.4 0.3 -0.2 0.0468
H 0.404 -4.124 2.699 -0.3 1.3 0.3 0.0435
H 2.551 -2.318 1.197 -0.8 1.0 0.0 0.1034
H 2.004 -0.524 1.424 0.2 -0.9 -1.1 0.0728
C 2.230 -5.357 -4.180 0.7 -0.4 0.3 -1.5400
Br 2.357 -7.240 -3.711 0.0 0.1 -0.2 0.5266
Br 2.171 -4.207 -2.605 2.8 -5.7 -5.2 0.9382
Br 3.632 -4.827 -5.414 -0.2 -0.1 0.1 0.5370
H 1.284 -5.224 -4.700 0.2 0.0 0.2 -0.0262
C -6.971 1.467 2.568 0.1 0.0 -0.1 -1.6272
Br -7.775 0.251 3.845 0.1 0.2 -0.2 0.5546
Br -8.177 1.877 1.106 0.2 -0.1 0.3 0.5551
Br -6.305 3.074 3.424 -0.2 -0.3 -0.2 0.5542
H -6.111 0.954 2.138 -0.2 0.1 0.1 -0.0820
C 2.327 4.186 0.859 0.0 0.0 0.0 -1.6213
Br 3.061 2.671 -0.103 -0.1 0.2 0.1 0.5658
Br 0.493 4.543 0.346 0.3 -0.1 0.1 0.5643
Br 2.512 3.981 2.776 -0.1 0.0 -0.4 0.5750
H 2.911 5.058 0.575 -0.1 -0.2 0.1 -0.0520
C 3.930 6.229 -2.119 0.0 0.0 0.0 -1.6309
Br 2.950 7.897 -1.995 0.2 -0.3 0.0 0.5632
Br 3.893 5.504 -3.916 0.0 0.2 0.4 0.5699
Br 5.741 6.406 -1.450 -0.3 0.0 -0.1 0.5620
H 3.422 5.514 -1.478 0.1 0.1 -0.2 -0.0873
```
Positions in Å, forces in eV/Å.

Properties
Molar mass: 1228.9 g mol⁻¹
Total charge: 0
E_HOMO: -0.3219 hartree
HOMO-LUMO gap: 7.482 eV


Molecular formula: C9H14BrFN4O4S2
Method: DFT, ωB97M-V/def2-TZVPD

```
35
Properties=species:S:1:pos:R:3:forces:R:3:lowdin_charge:R:1
O 1.718 4.049 -3.084 -2.1 -5.2 -3.1 -0.3435
S 1.498 2.765 -3.930 6.1 3.2 -0.8 0.9322
O 2.798 2.395 -4.746 -6.1 1.0 2.8 -0.3548
F 0.154 2.981 -5.028 2.6 -0.8 2.6 -0.2621
C 1.186 1.220 -2.838 -0.9 -0.4 0.2 -0.2574
N 1.332 1.464 -1.438 -0.6 -0.9 -4.2 0.0665
N 1.162 0.401 -0.695 -0.6 -2.8 -3.2 0.0857
C 0.865 -0.787 -1.438 -0.5 -2.3 1.5 -0.1608
C 0.702 -2.161 -0.488 1.1 0.5 0.0 -0.1239
C 1.090 -3.542 -1.279 0.7 -0.9 0.1 -0.2731
C 2.742 -3.789 -1.313 -0.9 -0.5 1.4 -0.5827
Br 3.527 -2.886 -2.924 -0.3 -0.7 1.0 0.5281
N 0.678 -1.018 -2.839 0.7 1.9 3.6 0.0711
N 0.848 0.046 -3.580 0.9 3.3 2.5 0.0717
H -0.346 -2.199 0.047 2.0 0.2 -1.4 0.1131
H 1.504 -2.045 0.388 -1.9 0.0 -1.9 0.1248
H 0.645 -4.483 -0.708 0.8 2.1 -1.0 0.1198
H 0.703 -3.617 -2.381 0.6 0.4 2.2 0.0977
H 3.018 -4.949 -1.292 -0.6 2.7 -0.5 0.0864
H 3.248 -3.307 -0.370 -1.0 -0.9 -2.0 0.0681
O -0.236 -0.275 1.838 -0.5 -0.1 -0.1 -0.3403
S -1.596 0.210 1.724 -0.2 -0.1 0.0 0.6573
O -2.538 -0.343 0.772 0.6 -0.1 0.1 -0.3336
C -2.339 0.191 3.343 -0.2 -0.1 0.5 -0.2355
C -1.993 1.551 3.931 0.1 0.1 0.2 -0.2254
C -2.210 2.558 2.802 -0.2 0.3 0.1 -0.2188
C -1.553 1.987 1.546 0.1 0.7 -0.2 -0.2283
H -1.944 -0.642 3.927 0.0 0.0 -0.2 0.1109
H -3.420 0.082 3.214 0.2 0.0 -0.1 0.1115
H -2.611 1.781 4.804 0.1 -0.1 -0.1 0.1187
H -0.943 1.568 4.245 -0.1 0.0 0.0 0.1225
H -3.286 2.686 2.630 0.2 0.0 0.0 0.1204
H -1.798 3.540 3.051 -0.1 -0.2 -0.1 0.1189
H -2.096 2.274 0.642 0.2 -0.2 0.1 0.1079
H -0.507 2.294 1.467 -0.1 -0.2 0.0 0.1069
```
Positions in Å, forces in eV/Å.

Properties
Molar mass: 405.3 g mol⁻¹
Total charge: 0
E_HOMO: -0.3748 hartree
SMILES: O=S(=O)(F)c1nnc(CCCBr)nn1.O=S1(=O)CCCC1
HOMO-LUMO gap: 8.525 eV


Molecular formula: C9H14BrNOS
Method: DFT, ωB97M-V/def2-TZVPD

```
27
Properties=species:S:1:pos:R:3:forces:R:3:lowdin_charge:R:1
C -1.396 -1.108 -0.181 -1.5 -0.9 -1.5 -0.1734
C -0.654 -1.360 -1.574 0.3 0.9 2.0 -0.2068
C 1.402 0.462 1.837 -0.2 2.4 0.0 -0.2165
C -0.769 -0.174 0.818 0.0 1.3 0.9 -0.2509
C 0.652 1.340 -0.393 -2.1 -3.7 0.1 -0.1491
C 0.745 -0.836 -1.279 0.0 0.9 0.1 -0.3375
C 0.574 -0.693 1.473 -0.7 1.7 -4.5 -0.3083
C 1.763 1.330 0.574 -0.8 -2.9 0.3 -0.6592
C -1.737 1.589 -0.715 0.8 1.0 0.6 -0.0539
N -0.618 1.210 0.176 0.7 0.0 0.8 -0.1516
O 0.698 -3.010 0.332 -0.2 -1.1 -0.3 -0.5434
S 1.458 -1.759 0.117 -0.5 1.1 0.6 0.8883
Br 3.326 0.683 -0.317 1.1 0.5 -0.1 0.7915
H -2.460 -0.843 -0.324 0.5 0.1 -0.1 0.1088
H -1.446 -2.083 0.247 0.1 -0.7 0.6 0.0917
H -0.681 -2.415 -1.876 0.1 0.1 0.5 0.1065
H -1.048 -0.832 -2.426 -0.4 0.5 -0.1 0.0836
H 0.993 1.203 2.574 -0.4 -0.8 -0.6 0.1418
H 2.291 0.173 2.291 1.8 -0.7 0.7 0.0790
H -1.444 0.017 1.691 0.2 -0.4 -0.8 0.1582
H 0.704 1.875 -1.293 0.3 0.9 -1.0 0.1080
H 1.339 -0.841 -2.184 0.7 0.1 0.2 0.0534
H 0.339 -1.434 2.141 -0.3 -1.6 2.0 0.0887
H 1.951 2.270 0.932 0.7 2.5 0.6 0.0645
H -2.719 1.476 -0.224 0.5 -1.3 -0.5 0.0967
H -1.824 2.706 -0.770 1.0 -0.8 -0.6 0.0975
H -1.442 1.053 -1.648 -1.6 0.8 0.1 0.0925
```
Positions in Å, forces in eV/Å.

Properties
Molar mass: 264.2 g mol⁻¹
Total charge: 0
E_HOMO: -0.2720 hartree
Relative energy (zero: lowest compared OMol25 entry of this formula, charge and spin): 70.4 kcal/mol
HOMO-LUMO gap: 7.815 eV


Molecular formula: C9H14F22K2N2O17P3S4
Method: DFT, ωB97M-V/def2-TZVPD

```
73
Properties=species:S:1:pos:R:3:forces:R:3:lowdin_charge:R:1
K 5.181 0.598 -0.079 -0.1 0.5 -0.7 0.9423
K 1.434 -3.354 -1.056 0.1 0.4 -0.5 0.9429
N 0.819 1.036 -0.019 -1.2 -2.1 5.8 -0.3044
S 0.162 2.016 -0.952 -0.7 5.1 -8.7 0.3981
O 0.405 3.437 -0.800 -0.2 -2.1 0.6 -0.2515
O -1.115 1.613 -1.508 0.6 0.2 1.4 -0.2865
F 1.134 1.607 -2.176 0.2 0.2 0.2 -0.2167
S -0.394 1.160 1.163 -1.8 -2.3 2.1 0.5490
O -1.569 0.315 1.030 1.1 0.7 -0.9 -0.3250
O -0.645 2.464 1.712 1.1 -1.0 -0.4 -0.2584
F 0.304 0.238 2.299 1.2 0.7 0.1 -0.2567
N 1.206 1.752 -9.356 -2.8 -5.3 1.6 -0.2646
S 1.898 2.305 -8.111 2.9 6.3 3.1 0.3968
O 3.016 1.631 -7.511 -0.7 -0.3 -0.4 -0.2874
O 1.154 3.162 -7.182 0.2 -1.7 -1.5 -0.3133
F 2.578 3.366 -9.090 1.1 1.4 0.1 -0.2406
S 0.804 0.230 -8.599 1.0 -2.0 -2.6 0.5521
O -0.329 0.121 -7.726 0.5 0.7 -0.1 -0.2946
O 1.957 -0.630 -8.370 -1.7 1.1 0.0 -0.3127
F 0.269 -0.343 -9.980 -0.7 -0.3 -0.5 -0.2354
P -1.944 8.937 -0.131 1.6 -2.6 -1.8 0.2083
F -1.731 7.877 -1.365 -1.3 0.2 0.0 -0.2045
F -2.354 7.675 0.837 -0.7 0.5 -0.3 -0.2069
F -0.357 8.530 0.196 -0.7 1.6 0.7 -0.2212
F -2.100 9.899 1.144 0.4 0.5 -0.5 -0.1715
F -1.459 10.098 -1.183 -0.1 0.3 1.3 -0.1980
F -3.499 9.238 -0.592 0.7 -0.4 0.6 -0.2059
P 5.430 -3.132 -3.969 0.7 1.9 -3.3 0.0837
F 4.318 -4.038 -4.612 -1.7 -1.0 0.9 -0.1404
F 5.687 -2.515 -5.485 -0.8 0.2 0.6 -0.1869
F 4.334 -1.976 -3.598 -0.3 -0.2 -0.1 -0.1910
F 6.582 -2.178 -3.511 1.4 0.9 1.5 -0.1437
F 5.247 -3.640 -2.422 -0.2 -1.1 0.0 -0.2110
F 6.488 -4.260 -4.381 0.6 -1.0 1.3 -0.1622
P 6.725 4.822 -3.478 -0.7 0.9 -1.8 0.0577
F 5.418 4.905 -2.528 -1.7 -0.4 -0.9 -0.1817
F 7.442 4.662 -2.079 2.6 -1.5 1.0 -0.1746
F 6.497 3.254 -3.756 0.3 -0.2 0.7 -0.1623
F 8.128 4.772 -4.351 0.1 -0.5 0.9 -0.2053
F 5.975 5.182 -4.849 -1.0 -0.8 -0.3 -0.1583
F 6.902 6.375 -3.331 0.7 2.4 0.6 -0.1609
C -6.201 2.375 2.599 -0.9 -0.1 0.2 -0.0742
C -6.203 2.412 1.116 0.3 2.2 -1.1 -0.1584
O -6.606 1.150 0.711 0.4 -1.2 -2.2 0.0897
C -6.800 0.315 1.727 -1.4 -1.2 -0.8 -0.5840
O -7.131 -0.854 1.633 0.9 2.0 0.3 0.1185
O -6.764 1.037 2.828 1.0 0.8 2.8 0.0720
H -6.928 3.132 2.894 0.0 -0.4 0.8 0.1247
H -5.239 2.618 3.049 -0.1 -0.9 0.3 0.1364
H -5.293 2.781 0.642 0.4 -0.8 0.1 0.1471
H -6.903 3.190 0.811 -0.6 -0.4 -0.4 0.1289
C 3.310 -2.793 6.799 -1.1 0.7 -2.5 -0.2074
C 2.193 -2.015 7.387 -0.8 -0.2 -0.1 -0.1360
O 2.547 -1.967 8.765 0.5 0.0 0.8 0.0570
C 3.900 -2.223 8.895 -0.6 0.0 0.4 -0.4831
O 4.535 -2.176 9.918 -1.0 0.0 -2.0 0.1571
O 4.344 -2.547 7.639 2.7 -0.4 2.3 0.0670
H 3.544 -2.342 5.835 0.2 -0.4 -0.2 0.1380
H 2.993 -3.825 6.647 0.7 -0.4 0.4 0.1346
H 1.316 -2.630 7.185 -0.5 0.6 0.6 0.1338
H 2.106 -1.015 6.963 -0.1 0.0 0.3 0.1398
C -3.346 -5.620 3.013 -2.6 1.4 0.3 -0.0572
O -3.653 -6.964 3.310 0.6 -4.3 0.8 -0.0415
C -4.840 -7.655 3.093 -2.7 3.4 -1.0 -0.5006
O -5.868 -7.065 2.715 2.5 -1.3 0.6 0.0799
O -4.857 -8.971 3.379 2.0 1.0 0.5 -0.0345
C -5.940 -9.789 2.858 1.6 -0.1 0.5 -0.0164
H -3.658 -5.021 3.869 -1.1 0.2 -0.1 0.0925
H -3.925 -5.409 2.114 0.3 0.8 0.1 0.1018
H -2.341 -5.199 3.028 0.8 -1.8 -0.8 0.0872
H -6.782 -9.774 3.550 -0.5 0.9 -0.9 0.0994
H -5.579 -10.809 2.992 0.4 0.0 -0.2 0.0845
H -5.929 -9.561 1.792 -1.3 0.0 0.2 0.1065
```
Positions in Å, forces in eV/Å.

Properties
Molar mass: 1139.6 g mol⁻¹
Total charge: -3
E_HOMO: -0.1057 hartree
HOMO-LUMO gap: 4.444 eV


Molecular formula: C9H14F2NPSi
Method: DFT, ωB97M-V/def2-TZVPD

```
28
Properties=species:S:1:pos:R:3:forces:R:3:lowdin_charge:R:1
C 1.672 -2.826 -1.314 0.1 0.6 0.3 -0.1832
Si 2.121 -1.078 -0.682 0.7 -0.2 -0.4 0.3438
C 2.972 -0.083 -2.069 -0.2 -0.5 0.6 -0.1915
C 3.273 -1.221 0.829 -0.5 0.1 -0.5 -0.1903
N 0.719 -0.126 -0.379 -4.8 0.0 4.9 -0.2294
P -0.389 -0.189 0.884 3.8 -1.1 -2.5 0.7391
F -1.023 -1.624 1.282 0.5 1.2 -0.8 -0.1663
F 0.167 0.059 2.374 -0.3 0.2 -1.3 -0.1638
C -1.819 0.884 0.774 0.6 -0.2 -0.1 -0.2937
C -2.035 1.887 1.708 0.1 0.0 0.2 -0.0725
C -3.158 2.688 1.592 -0.1 0.1 0.0 -0.0713
C -4.049 2.491 0.548 0.1 0.0 0.0 -0.0708
C -3.819 1.495 -0.390 0.0 0.0 -0.1 -0.0698
C -2.698 0.690 -0.281 0.0 0.0 -0.1 -0.0774
H 1.776 -3.576 -0.535 0.0 -0.1 0.2 0.0167
H 0.643 -2.853 -1.660 -0.2 0.1 -0.1 0.0148
H 2.305 -3.120 -2.145 0.2 0.0 -0.1 0.0161
H 2.987 0.977 -1.838 0.0 0.2 0.1 0.0172
H 3.998 -0.410 -2.207 0.3 -0.1 -0.1 0.0170
H 2.453 -0.207 -3.013 -0.2 -0.1 -0.2 0.0183
H 3.600 -0.238 1.155 0.0 0.2 0.0 0.0207
H 2.761 -1.690 1.665 -0.1 -0.1 0.1 0.0156
H 4.162 -1.806 0.609 0.1 -0.2 -0.1 0.0206
H -1.336 2.034 2.517 0.0 0.0 0.1 0.1066
H -3.349 3.471 2.313 0.1 0.0 0.0 0.1083
H -4.926 3.115 0.467 -0.1 0.1 0.0 0.1064
H -4.513 1.347 -1.204 0.0 0.0 0.0 0.1075
H -2.496 -0.090 -1.000 -0.1 0.0 -0.1 0.1113
```
Positions in Å, forces in eV/Å.

Properties
Molar mass: 233.3 g mol⁻¹
Total charge: 0
E_HOMO: -0.3451 hartree
Relative energy (zero: lowest compared OMol25 entry of this formula, charge and spin): 0.0 kcal/mol
SMILES: C[Si](C)(C)N=P(F)(F)c1ccccc1
HOMO-LUMO gap: 9.793 eV


Molecular formula: C9H14IN2
Method: DFT, ωB97M-V/def2-TZVPD

```
26
Properties=species:S:1:pos:R:3:forces:R:3:lowdin_charge:R:1
C 1.175 2.626 -0.588 -0.2 -0.1 0.0 -0.0751
C 0.600 1.541 0.307 0.2 0.4 0.3 -0.4990
C 0.998 1.750 1.765 -0.2 0.0 -0.1 -0.0654
N 1.015 0.201 -0.151 0.5 -0.3 -0.4 -0.4360
I 3.059 -0.172 -0.177 -0.6 0.0 0.0 1.0767
C 0.178 -0.869 -0.034 0.3 -0.4 0.2 -0.3148
C 0.494 -2.020 0.707 -0.1 0.0 0.1 -0.0199
C -0.390 -3.064 0.815 -0.1 0.3 -0.2 -0.0015
C -1.625 -2.979 0.165 0.1 0.2 -0.1 -0.0111
C -1.886 -1.871 -0.589 -0.3 -0.6 0.2 -0.0139
N -1.003 -0.858 -0.718 0.3 -0.2 0.4 -0.0258
C -1.314 0.183 -1.676 -0.2 0.7 -0.6 0.0159
H 2.259 2.654 -0.509 0.1 0.0 0.0 0.0473
H 0.908 2.474 -1.631 0.0 0.0 -0.1 0.0765
H 0.792 3.594 -0.273 0.0 0.1 0.0 0.0941
H -0.492 1.559 0.256 0.0 -0.1 -0.1 0.1289
H 2.080 1.782 1.867 0.1 0.0 0.0 0.0508
H 0.609 0.951 2.395 0.0 -0.1 0.1 0.0846
H 0.597 2.694 2.120 0.0 0.1 0.1 0.0917
H 1.438 -2.050 1.229 0.0 0.1 0.0 0.0734
H -0.141 -3.929 1.409 0.0 -0.1 0.1 0.1289
H -2.354 -3.768 0.243 -0.1 0.0 -0.1 0.1240
H -2.814 -1.761 -1.130 0.0 0.1 -0.1 0.1459
H -1.952 0.955 -1.245 0.1 -0.1 0.1 0.1149
H -0.391 0.635 -2.034 -0.1 -0.1 0.1 0.0970
H -1.840 -0.258 -2.523 0.1 0.0 0.1 0.1119
```
Positions in Å, forces in eV/Å.

Properties
Molar mass: 277.1 g mol⁻¹
Total charge: +1
E_HOMO: -0.4571 hartree
Relative energy (zero: lowest compared OMol25 entry of this formula, charge and spin): 0.0 kcal/mol
SMILES: CC(C)/[N+](I)=c1/ccccn1C
HOMO-LUMO gap: 8.403 eV


Molecular formula: C9H14IN4
Method: DFT, ωB97M-V/def2-TZVPD

```
28
Properties=species:S:1:pos:R:3:forces:R:3:lowdin_charge:R:1
C -0.734 1.388 -0.981 0.2 -0.3 -1.4 -0.1242
C 0.003 1.760 -2.028 0.6 0.8 -0.5 -0.6720
C 0.773 -1.425 -2.182 0.9 0.9 2.6 -0.2609
C -0.696 0.818 3.217 4.1 3.2 -3.3 0.0883
C 0.373 0.799 2.347 -1.3 0.0 2.0 -0.1491
C 0.574 0.849 -3.097 -2.3 -1.1 0.4 -0.1499
C -1.319 -0.702 -2.353 1.6 -1.2 2.0 -0.0302
C -1.041 -0.138 -0.897 0.1 2.8 -0.6 -0.2943
C 0.926 -0.473 1.769 -1.7 2.0 -0.4 -0.1003
N 1.735 -2.178 -2.175 -1.0 0.1 -1.6 0.2328
N 0.045 -0.620 -2.976 -0.2 1.5 -0.3 -0.0256
N 0.066 -0.934 -0.435 1.1 -1.2 -2.2 -0.0180
N 1.091 -0.182 0.252 0.8 -1.5 -0.1 0.0246
I 0.420 3.826 -2.532 -0.2 -1.0 0.4 0.8854
H -1.177 2.181 -0.389 -0.1 -0.4 0.4 0.1052
H -1.006 1.795 3.520 -0.3 0.3 0.5 0.0653
H -1.074 0.011 3.678 -1.7 -3.0 1.1 0.0297
H 0.968 1.706 2.146 -0.8 -0.2 -0.1 0.1163
H 0.209 1.214 -4.049 -0.2 -0.1 -0.3 0.1068
H 1.628 0.895 -3.177 1.2 -0.4 0.2 0.1065
H -1.388 -1.744 -1.978 -0.6 0.0 -1.3 0.1322
H -2.147 -0.422 -3.002 0.2 0.4 0.3 0.1446
H -1.830 -0.257 -0.204 -1.3 -0.3 0.3 0.1255
H 0.180 -1.220 2.041 0.4 -0.5 -1.1 0.1319
H 1.857 -0.696 2.150 2.2 -0.6 0.8 0.0957
H 1.877 -2.856 -1.458 0.4 0.0 0.9 0.0874
H 0.938 0.845 0.097 0.3 -0.6 -0.1 0.1265
H 2.083 -0.457 -0.149 -2.4 0.5 1.1 0.2198
```
Positions in Å, forces in eV/Å.

Properties
Molar mass: 305.1 g mol⁻¹
Total charge: +1
E_HOMO: -0.4652 hartree
Relative energy (zero: lowest compared OMol25 entry of this formula, charge and spin): 67.9 kcal/mol
HOMO-LUMO gap: 9.553 eV


Molecular formula: C9H14INO2
Method: DFT, ωB97M-V/def2-TZVPD

```
27
Properties=species:S:1:pos:R:3:forces:R:3:lowdin_charge:R:1
C -3.140 0.503 -0.992 -0.8 2.8 -0.9 -0.0060
C -2.276 1.493 -1.024 -0.1 3.0 2.1 -0.2260
C 1.436 -1.416 0.230 0.9 -3.2 1.1 -0.2478
C 1.902 -0.931 1.625 -1.0 0.4 0.4 -0.1876
C 1.074 -0.295 -0.694 2.9 0.5 -0.7 -0.2197
C 0.778 -0.093 2.316 0.3 0.7 2.1 -0.2500
C -0.185 0.398 -0.209 0.8 -0.2 2.7 -0.2000
C 0.324 1.118 1.600 -2.1 0.5 -4.3 -0.6093
C -0.794 1.475 -1.057 1.5 -1.9 -1.6 -0.2192
N 1.121 2.266 1.260 -2.1 -9.2 2.7 -0.5672
O 2.284 1.980 1.031 4.4 1.1 -1.2 0.0509
O 0.634 3.367 1.222 -2.2 6.8 -0.4 0.0353
I -1.556 1.942 2.361 0.8 0.2 -0.1 1.0597
H -4.152 0.768 -1.142 -1.2 0.5 0.8 0.0494
H -3.031 -0.455 -1.254 1.3 -3.7 -0.6 0.0202
H -2.665 2.512 -0.662 0.2 -1.4 -1.2 0.1117
H 2.161 -2.210 -0.143 0.2 1.7 -0.1 0.1241
H 0.635 -2.208 0.222 -0.3 1.2 0.9 0.1209
H 2.018 -1.648 2.432 0.3 -1.0 -0.6 0.0967
H 2.888 -0.411 1.583 -1.0 0.0 -0.2 0.1187
H 2.095 0.342 -0.807 -2.7 -0.8 0.2 0.1686
H 0.947 -0.818 -1.656 -0.4 0.7 -0.1 0.1161
H -0.253 -0.682 2.377 2.5 0.8 0.4 0.1355
H 1.212 0.277 3.381 -1.3 -1.2 -2.0 0.1631
H -0.888 -0.419 0.064 0.2 0.7 -0.1 0.1213
H -0.426 1.172 -2.083 -0.6 0.4 0.5 0.1400
H -0.234 2.380 -0.891 -0.5 0.8 0.2 0.1005
```
Positions in Å, forces in eV/Å.

Properties
Molar mass: 295.1 g mol⁻¹
Spin multiplicity: 3
Total charge: 0
E_HOMO (spin up / spin down): -0.2472 / -0.3300 hartree
Relative energy (zero: lowest compared OMol25 entry of this formula, charge and spin): 30.8 kcal/mol
HOMO-LUMO gap (spin up / spin down): 6.857 / 5.367 eV


> What is the formula in the fifth record?

C9H14F2NPSi


> Among the records above, which one has the lowest total charge?

C9H14F22K2N2O17P3S4